(1)
42
Properties=species:S:1:pos:R:3:forces:R:3 method="wB97M-V/def2-TZVPD" spin_multiplicity=1 total_charge=+1 energy_ha=-3773.3572 homo_ev=-10.57 lumo_ev=-4.0 gap_ev=6.55
Ba -2.048651 -0.650598 -2.388001 0.199 0.262 -0.212
Se -0.797339 -3.323738 0.277263 0.374 -0.526 -0.414
S 0.229054 -2.240929 -3.352505 0.468 0.294 0.178
N -1.954461 -2.075223 -0.091885 -1.454 0.907 0.261
N -0.257555 -2.584732 1.731341 0.155 0.700 0.898
N 0.328646 0.038356 -1.244387 -0.890 -0.533 -0.818
N 1.387177 -0.822699 -1.240083 0.211 0.708 0.129
N 2.576609 -2.525553 -2.101281 -0.283 0.766 1.470
N -1.647785 1.975428 -1.442293 1.112 -0.541 1.188
C 1.450246 -1.759135 -2.164485 -0.139 -0.349 0.457
C -1.606851 4.323255 0.050528 -0.593 -0.562 0.700
C 1.757145 1.537864 0.141372 -1.052 -0.173 -0.273
C -2.718676 4.079019 -0.766271 2.334 -1.526 0.771
C 3.368870 -2.637409 -0.820164 -0.902 -0.483 -0.454
C 0.454758 1.142707 -0.610567 2.902 0.412 1.159
C 3.507049 -4.099390 -0.405666 -3.179 -0.118 -1.092
C -2.439897 0.949041 1.990753 -1.389 -0.695 -0.736
C -1.483710 0.639720 2.957820 1.464 0.455 1.884
C -2.607328 2.848173 -1.438133 -2.336 1.024 -2.325
C -1.970186 -1.181246 0.920952 1.436 0.058 0.226
C -0.524588 3.340780 0.128053 -0.645 2.353 1.070
C -2.711231 0.043521 1.018306 0.127 -1.168 -1.084
C -0.945016 -1.447559 1.916753 -0.170 -0.499 -0.204
C -0.571710 2.173831 -0.578936 -1.922 -0.134 -1.916
C -0.727206 -0.517098 2.968261 -1.016 1.256 -0.597
H 4.331405 -2.186298 -0.942575 0.617 0.335 -0.200
H 2.467784 -4.573191 -0.347034 1.001 0.696 -0.262
H 2.372513 2.274482 -0.421902 -0.518 -0.454 0.372
H 1.396099 1.959223 1.082205 0.490 0.186 0.003
H 2.346950 0.665649 0.386580 0.097 -0.119 -0.226
H 2.842202 -2.079934 -0.042558 0.002 -0.034 -0.350
H 0.322022 3.586996 0.798515 -0.754 -0.260 -0.585
H -3.610372 4.658622 -0.908423 0.039 0.418 0.235
H 3.995251 -4.665184 -1.166738 0.838 -0.515 -0.204
H -3.469339 0.184054 0.262521 -0.348 0.354 0.082
H 3.841170 -4.252746 0.576722 1.224 0.006 1.135
H -3.119898 1.795659 2.039868 0.541 0.201 0.225
H -3.425043 2.689595 -2.207824 0.777 -0.244 0.929
H 0.025605 -0.639012 3.714017 0.318 -0.380 0.315
H -1.325866 1.393651 3.764569 -0.030 -0.785 -0.667
H 2.664264 -3.219378 -2.809605 0.071 -0.551 -0.192
H -1.702109 5.181443 0.764932 0.825 -0.743 -0.875


(2)
41
Properties=species:S:1:pos:R:3:forces:R:3 method="wB97M-V/def2-TZVPD" spin_multiplicity=1 total_charge=+1 energy_ha=-3692.9022 de_lowest_kj_mol=106.08 homo_ev=-11.28 lumo_ev=-3.3 gap_ev=7.96
Mo 1.103326 0.661817 0.329785 -0.135 0.578 0.668
Br 3.189486 -0.940757 -1.296421 0.257 -0.188 -0.200
O 1.070566 1.230112 1.867173 0.297 -0.026 -0.095
O -3.218431 -1.050257 -0.348851 -0.002 -0.017 -0.001
O -0.784798 -0.082080 0.177737 -0.072 -0.187 0.113
O -0.513312 2.051812 -0.090475 -0.035 -0.072 -0.159
O 0.961496 0.927335 -1.931039 0.165 -0.071 0.021
N 2.612177 -0.820407 1.300512 -0.260 -0.050 -0.243
C 2.695771 -1.056724 2.613032 -0.009 -0.001 0.005
C -3.240561 2.595274 -0.135003 0.021 -0.025 0.016
C -0.627433 -0.474833 -2.996079 0.012 -0.023 0.028
C 4.454594 -2.297919 0.921571 -0.005 0.004 0.010
C 0.524419 1.552201 -4.145915 0.020 -0.008 -0.003
C -1.321663 1.086856 -0.015534 -0.035 -0.077 -0.050
C 0.322742 0.676943 -2.952180 -0.052 0.088 -0.031
C 3.474656 -1.431762 0.502093 -0.070 0.042 0.002
C 3.686970 -2.138439 4.645770 0.000 0.002 0.003
C 4.525686 -2.534217 2.287597 0.011 -0.006 0.000
C 3.642060 -1.912585 3.162454 -0.009 0.006 0.001
C -3.676584 0.220936 -0.282657 -0.003 0.038 0.003
C -2.764028 1.276944 -0.150424 -0.079 0.018 -0.009
C -4.586313 2.868788 -0.226383 -0.015 -0.015 -0.001
C -5.483555 1.809892 -0.342325 0.000 0.020 0.000
C -5.036866 0.503704 -0.374246 0.002 -0.017 -0.005
H -6.545464 2.005897 -0.411920 0.001 0.000 0.001
H 3.861097 -1.201265 5.174784 0.002 0.000 0.000
H 4.481388 -2.832065 4.912410 -0.001 0.000 0.000
H -4.941611 3.888773 -0.202847 0.001 0.000 0.001
H -0.071768 -1.388750 -2.769302 -0.002 0.004 -0.009
H 1.585139 1.561904 -4.402720 -0.002 0.002 -0.003
H 5.281359 -3.207099 2.672687 -0.002 -0.001 0.003
H 2.742440 -2.548380 5.003910 0.001 -0.002 0.000
H 1.978178 -0.530007 3.228454 0.003 -0.003 0.005
H -3.967378 -1.655156 -0.406755 0.009 0.000 -0.003
H -1.371546 -0.378625 -2.202238 0.014 -0.014 -0.063
H -1.114395 -0.571439 -3.960859 -0.012 -0.005 -0.001
H -0.062834 1.240971 -5.003820 0.003 -0.001 0.000
H 5.132942 -2.761646 0.221510 -0.007 0.002 -0.007
H -5.742388 -0.313202 -0.474369 0.001 0.001 -0.001
H 0.262249 2.574596 -3.866066 -0.014 -0.004 0.003
H -2.517815 3.392858 -0.033053 0.001 0.006 -0.002


(3)
48
Properties=species:S:1:pos:R:3:forces:R:3 method="wB97M-V/def2-TZVPD" spin_multiplicity=1 total_charge=-1 energy_ha=-3560.9591 homo_ev=-4.71 lumo_ev=1.2 gap_ev=5.95
Ca 0.961202 0.298432 1.717545 -0.359 -0.808 0.436
S 2.247862 -2.206985 1.969920 -0.110 0.303 0.072
S 2.616632 2.389666 0.601079 -0.308 0.160 -0.210
S -0.229138 -1.481988 3.592319 0.195 0.162 -0.160
S -0.934343 2.521139 -0.288871 0.140 0.126 -0.297
O -0.670005 1.723901 0.919827 0.194 -0.101 0.214
O 2.155480 1.187546 -0.112413 0.010 0.071 -0.320
O -0.679195 1.766070 -1.512006 -0.013 0.107 0.114
O -2.236099 3.144694 -0.250163 0.042 0.015 0.030
O 3.987499 2.747271 0.376226 -0.003 -0.050 0.000
O 2.235334 2.230530 2.014840 0.039 0.210 0.190
N -1.511185 -2.444272 -1.984179 -0.059 -0.034 -0.045
N -0.538488 -1.438189 0.078339 0.147 0.243 0.135
N -1.637255 -4.899621 4.067544 -0.014 0.037 -0.034
N 1.692990 -5.827918 1.601686 -0.001 0.015 -0.001
C 0.836137 -2.643711 2.878705 0.079 -0.185 0.118
C 0.514806 -4.006227 2.980119 0.018 0.237 -0.008
C 1.206580 -4.996531 2.240979 0.155 -0.169 -0.145
C -1.442223 -3.489615 -0.900905 -0.009 0.014 0.020
C 1.641966 3.799980 -0.000785 0.288 -0.070 0.086
C -0.279264 5.091077 -0.634039 -0.138 0.209 -0.078
C 0.268422 3.869832 -0.267617 -0.165 -0.119 -0.088
C 1.846196 6.169475 -0.507024 -0.033 -0.108 0.022
C -0.621281 -2.884687 0.258900 0.006 -0.077 -0.088
C -1.895096 -0.926099 -0.118682 -0.076 -0.040 0.005
C -0.129284 -1.942899 -2.291507 0.060 -0.005 -0.029
C -0.673134 -4.463855 3.603484 -0.183 -0.091 0.184
C 0.328991 -1.133132 -1.063597 -0.025 -0.011 -0.072
C 2.403050 4.954944 -0.132396 0.137 0.145 -0.002
C -2.369084 -1.291263 -1.530618 -0.023 0.004 -0.031
C 0.488838 6.240397 -0.753687 0.037 -0.123 0.028
H -2.470785 -3.716330 -0.621130 0.003 -0.007 0.000
H -2.205707 -0.472567 -2.231974 0.017 0.005 0.014
H -2.529895 -1.376899 0.645167 0.021 -0.012 0.009
H 3.462932 4.887492 0.066065 -0.014 -0.015 0.004
H 0.489397 -2.820643 -2.478235 -0.007 -0.002 -0.004
H -3.408936 -1.613369 -1.571860 0.003 -0.002 0.014
H -0.981640 -4.380224 -1.326101 0.016 0.002 0.011
H 0.389701 -3.291545 0.283368 -0.038 0.006 -0.008
H -1.927378 0.146460 0.015895 -0.012 0.013 -0.030
H -0.190626 -1.340048 -3.196666 0.001 0.022 0.015
H 1.352029 -1.405081 -0.801350 -0.008 -0.018 0.004
H -1.341915 5.131834 -0.826199 0.002 -0.038 0.012
H 0.019234 7.172543 -1.039501 0.003 0.011 -0.004
H 2.479525 7.042402 -0.597389 -0.010 0.014 0.001
H -1.095222 -3.104804 1.213895 -0.023 0.014 -0.070
H 0.286055 -0.062619 -1.265283 0.002 -0.076 -0.034
H -1.913678 -2.854565 -2.821724 0.016 0.015 0.023


(4)
42
Properties=species:S:1:pos:R:3:forces:R:3 method="wB97M-V/def2-TZVPD" smiles="CC(=O)N1CCC(c2[nH][nH]c(=O)c2/N=N/c2ccc(F)cc2F)CC1" spin_multiplicity=1 total_charge=0 energy_ha=-1243.7280 homo_ev=-8.35 lumo_ev=-0.6 gap_ev=7.71
F -4.272097 -3.814511 4.871936 0.817 1.445 -1.716
F -0.456060 -5.207895 2.578066 -0.210 0.692 -0.401
O 0.781222 5.503094 -1.415207 -0.945 -1.608 -0.590
O 0.688570 -4.224067 -2.000531 0.817 -1.172 0.710
N -0.692408 -3.168523 0.482877 2.262 1.446 -1.981
N 1.668083 -2.489029 -2.990926 1.802 2.815 1.454
N 1.730428 -1.043574 -2.753039 -2.743 0.260 1.550
N 0.759352 3.333347 -0.494434 0.172 1.176 -1.290
N -0.386097 -1.995029 0.032943 -1.228 -2.536 0.819
C -3.440557 -3.500133 3.788179 1.420 -1.771 -0.138
C 1.071853 -3.081500 -1.911400 -3.547 0.123 -0.955
C 1.137714 4.681110 -0.577640 0.421 1.372 0.240
C 0.408657 -1.990370 -1.114155 1.160 -0.109 0.365
C 0.103572 1.598047 -2.258693 1.547 1.169 0.560
C -2.697936 -2.386886 1.704515 1.144 -0.887 2.963
C -1.442835 -4.288276 2.569554 -1.594 0.349 0.054
C 0.768145 -0.805208 -1.663219 2.442 -0.066 -2.125
C 0.429489 0.565545 -1.141837 0.499 -0.825 -1.725
C -3.497186 -2.410977 2.904546 1.516 -2.778 -1.009
C 1.298326 2.302485 0.470309 -2.236 0.238 -1.122
C 1.698302 1.075073 -0.342466 -1.432 0.068 -0.507
C 2.056291 5.330987 0.448423 0.333 -0.117 -0.108
C -0.259392 2.885458 -1.509086 -1.524 -0.583 0.329
C -1.530882 -3.246533 1.559005 -3.110 0.374 2.358
C -2.431765 -4.473886 3.593380 0.958 1.861 -1.442
H 2.556064 1.350298 -1.022840 -1.035 -0.365 0.485
H -0.508016 0.346340 -0.562564 1.128 0.700 0.129
H -0.594203 3.642174 -2.263321 0.947 -0.087 1.176
H 1.003044 1.904360 -2.813286 0.240 -0.625 0.008
H 2.007321 0.252075 0.284843 0.237 -0.074 0.409
H -0.626446 1.407275 -3.051982 -0.256 -0.525 0.648
H 1.581701 5.331733 1.410791 -0.473 0.289 0.594
H 0.422825 2.131481 1.172551 1.329 -0.312 -0.474
H 2.123224 -0.237139 -3.301486 -0.572 -2.111 0.314
H 1.652807 -2.998062 -3.854247 0.125 0.561 -0.574
H -2.909671 -1.556737 1.059255 0.320 0.032 -0.524
H -4.153881 -1.656220 3.088923 -1.976 1.949 0.214
H 2.184961 2.580454 0.984358 0.401 1.074 0.590
H 2.893931 4.679350 0.606937 0.970 -0.013 0.015
H 2.354677 6.392800 0.139494 -0.537 -1.881 0.321
H -2.281784 -5.275886 4.287307 -0.100 -0.319 0.164
H -1.199344 2.556957 -0.995832 0.511 0.774 0.212